1.
Formula: C52H61BrN3O6P
Source: the Open Molecules 2025 dataset
Level of theory: ωB97M-V/def2-TZVPD

Properties
HOMO = -8.75 eV
SMILES = CCCCN[C@@](O[C@@H](C[C@H](C)Br)[PH2]=N)([C@H](C)O[C@@H](CCC)c1ccncc1)[C@@H](C)CC.O=C1c2ccccc2C(=O)c2ccccc21.O=C1c2ccccc2C(=O)c2ccccc21
Calculated total energy = -150999.707 eV

```
! RIJCOSX wB97M-V def2-TZVPD def2/J DEFGRID3
* xyz 0 1
C -7.499 -0.797 -1.650
C -6.378 -1.341 -2.530
C -5.003 -0.824 -2.044
C -3.905 -1.701 -2.612
N -2.572 -1.603 -2.025
C -2.344 -1.250 -0.656
O -3.215 -1.734 0.360
C -3.884 -2.965 0.288
C -3.222 -4.191 -0.390
C -2.750 -5.369 0.467
C -1.511 -5.131 1.321
Br -2.273 -6.773 -0.861
P -4.465 -3.185 2.039
N -3.400 -2.866 3.148
C -0.915 -1.744 -0.308
C -0.610 -1.629 1.179
O 0.056 -1.057 -1.100
C 0.982 -1.912 -1.739
C 1.774 -1.042 -2.714
C 0.969 -0.628 -3.935
C 0.420 -1.804 -4.748
C 1.929 -2.529 -0.738
C 2.841 -1.764 -0.023
C 3.657 -2.368 0.899
N 3.693 -3.680 1.180
C 2.811 -4.389 0.474
C 1.926 -3.881 -0.453
C -2.270 0.327 -0.443
C -2.124 1.100 -1.742
C -3.397 0.866 0.449
C -3.028 2.328 0.844
H -7.648 0.268 -1.803
H -8.435 -1.327 -1.798
H -7.204 -0.919 -0.608
H -6.510 -1.047 -3.566
H -6.371 -2.428 -2.461
H -4.948 0.209 -2.377
H -5.050 -0.806 -0.961
H -4.261 -2.736 -2.559
H -3.830 -1.491 -3.680
H -1.971 -2.341 -2.353
H -4.831 -2.806 -0.245
H -3.978 -4.609 -1.048
H -2.394 -3.938 -1.038
H -3.546 -5.827 1.037
H -0.909 -6.033 1.311
H -0.876 -4.336 0.949
H -1.745 -4.952 2.363
H -5.044 -4.467 2.129
H -5.532 -2.267 2.107
H -3.245 -3.646 3.773
H -0.809 -2.803 -0.567
H -1.035 -2.436 1.761
H -1.043 -0.715 1.577
H 0.459 -1.527 1.323
H 0.507 -2.719 -2.304
H 2.710 -1.527 -2.977
H 2.027 -0.141 -2.159
H 0.191 0.086 -3.691
H 1.661 -0.103 -4.594
H -0.457 -2.214 -4.254
H 1.188 -2.552 -4.919
H 0.111 -1.423 -5.719
H 2.910 -0.700 -0.183
H 4.339 -1.741 1.463
H 2.801 -5.459 0.654
H 1.235 -4.545 -0.952
H -1.366 0.566 0.106
H -1.864 2.135 -1.551
H -3.011 1.063 -2.366
H -1.309 0.679 -2.314
H -3.453 0.339 1.392
H -4.357 0.951 -0.050
H -3.733 2.651 1.606
H -3.031 2.989 -0.010
H -2.047 2.295 1.313
O 1.087 3.040 4.138
C 0.432 2.964 5.156
C -0.722 2.029 5.258
C -1.036 1.218 4.175
C -2.084 0.319 4.264
C -2.823 0.222 5.438
C -2.525 1.037 6.517
C -1.479 1.947 6.431
C -1.183 2.829 7.593
O -1.871 2.798 8.593
C -0.015 3.751 7.499
C 0.300 4.558 8.584
C 1.399 5.398 8.525
C 2.188 5.436 7.380
C 1.871 4.642 6.291
C 0.767 3.801 6.344
H -0.458 1.287 3.264
H -2.325 -0.318 3.422
H -3.634 -0.492 5.507
H -3.100 0.969 7.430
H -0.314 4.522 9.474
H 1.645 6.024 9.372
H 3.051 6.087 7.338
H 2.479 4.671 5.398
O 3.871 1.445 -3.719
C 4.911 2.054 -3.869
C 5.396 2.419 -5.229
C 4.632 2.076 -6.337
C 5.052 2.439 -7.605
C 6.237 3.148 -7.772
C 7.010 3.479 -6.672
C 6.596 3.112 -5.398
C 7.449 3.462 -4.227
O 8.516 4.018 -4.379
C 6.952 3.115 -2.866
C 7.713 3.463 -1.757
C 7.251 3.173 -0.484
C 6.027 2.535 -0.313
C 5.271 2.176 -1.415
C 5.731 2.460 -2.695
H 3.709 1.529 -6.202
H 4.454 2.174 -8.467
H 6.559 3.440 -8.763
H 7.934 4.025 -6.797
H 8.662 3.962 -1.895
H 7.844 3.447 0.378
H 5.664 2.318 0.683
H 4.320 1.678 -1.286
*
```

***

2.
Formula: C52H62FN4O11P
Source: the Open Molecules 2025 dataset
Level of theory: ωB97M-V/def2-TZVPD

Properties
HOMO = -8.13 eV
SMILES = CCCCCCCCCCCCCCCC1=C(c2cccnc2)C(=O)c2c(c(C)c(F)c(COCC)c2P(O)O)C1=O.O=[N+]([O-])c1ccccc1.O=[N+]([O-])c1ccccc1.O=[N+]([O-])c1ccccc1
Calculated total energy = -95410.053 eV

```
! RIJCOSX wB97M-V def2-TZVPD def2/J DEFGRID3
* xyz 0 1
C 5.905 -1.447 1.779
C 7.135 -1.175 0.869
C 6.800 -0.103 -0.211
C 7.499 1.245 0.152
C 6.637 1.995 1.191
C 7.353 3.309 1.617
C 7.476 4.362 0.508
C 6.115 5.026 0.133
C 5.794 6.089 1.229
C 4.286 6.408 1.133
C 3.686 7.258 2.276
C 4.104 6.897 3.723
C 3.073 6.067 4.542
C 3.296 4.529 4.450
C 2.779 4.009 3.081
C 1.938 2.743 3.117
C 0.840 2.536 3.839
C 0.261 3.576 4.760
C -0.380 4.656 4.194
C -0.885 5.578 5.108
C -0.696 5.314 6.445
N -0.055 4.292 6.989
C 0.427 3.409 6.122
C 0.117 1.210 3.692
O -0.352 0.619 4.640
C 0.091 0.687 2.247
C 1.245 0.902 1.498
C 1.358 0.518 0.183
C 2.571 0.758 -0.685
C 0.249 -0.097 -0.374
F 0.371 -0.426 -1.668
C -0.897 -0.322 0.321
C -2.136 -0.970 -0.335
O -2.174 -0.844 -1.741
C -2.947 0.253 -2.179
C -2.261 1.635 -2.017
C -1.008 0.062 1.670
P -2.517 -0.159 2.741
O -3.428 1.214 2.492
O -3.385 -1.475 2.217
C 2.387 1.626 2.194
O 3.558 1.331 2.062
H 5.235 -2.171 1.298
H 6.246 -1.879 2.726
H 5.324 -0.535 1.946
H 7.944 -0.825 1.518
H 7.410 -2.105 0.364
H 5.721 0.079 -0.155
H 7.137 -0.373 -1.216
H 7.539 1.882 -0.741
H 8.499 1.092 0.571
H 5.642 2.243 0.810
H 6.562 1.392 2.103
H 8.364 3.045 1.960
H 6.831 3.680 2.512
H 8.019 3.988 -0.365
H 8.093 5.178 0.917
H 6.263 5.485 -0.850
H 5.337 4.254 0.095
H 6.361 6.983 0.950
H 6.099 5.633 2.171
H 3.748 5.474 0.948
H 4.159 6.994 0.210
H 3.861 8.321 2.076
H 2.594 7.125 2.219
H 5.072 6.393 3.813
H 4.212 7.850 4.259
H 2.077 6.300 4.142
H 3.090 6.393 5.588
H 2.838 4.043 5.310
H 4.380 4.375 4.535
H 3.665 3.800 2.470
H 2.205 4.786 2.565
H -0.487 4.779 3.122
H -1.413 6.463 4.772
H -1.127 6.034 7.144
H 0.969 2.545 6.501
H 3.480 0.963 -0.125
H 2.709 -0.076 -1.374
H 2.364 1.660 -1.281
H -2.990 -0.396 0.056
H -2.196 -2.020 -0.036
H -3.959 0.275 -1.747
H -3.089 0.102 -3.256
H -2.512 2.238 -2.899
H -1.173 1.566 -1.999
H -2.674 2.139 -1.137
H -2.972 1.780 1.851
H -4.078 -1.145 1.617
O -6.159 -2.474 0.893
N -5.774 -3.097 -0.077
O -5.868 -2.701 -1.226
C -5.159 -4.407 0.152
C -5.071 -4.890 1.447
C -4.508 -6.137 1.662
C -4.037 -6.882 0.588
C -4.123 -6.380 -0.704
C -4.687 -5.135 -0.928
H -5.435 -4.312 2.284
H -4.438 -6.530 2.667
H -3.602 -7.858 0.759
H -3.751 -6.964 -1.535
H -4.754 -4.747 -1.935
O -1.671 -6.150 -3.349
N -2.344 -7.055 -3.796
O -2.568 -8.100 -3.212
C -2.933 -6.879 -5.129
C -2.674 -5.717 -5.836
C -3.216 -5.565 -7.102
C -4.010 -6.568 -7.643
C -4.268 -7.723 -6.919
C -3.727 -7.884 -5.653
H -2.058 -4.935 -5.417
H -3.021 -4.666 -7.669
H -4.430 -6.447 -8.634
H -4.890 -8.501 -7.342
H -3.928 -8.785 -5.092
O -5.907 -3.910 -7.262
N -7.013 -4.406 -7.176
O -7.619 -4.904 -8.104
C -7.656 -4.404 -5.856
C -7.002 -3.814 -4.788
C -7.618 -3.792 -3.547
C -8.874 -4.362 -3.387
C -9.515 -4.960 -4.466
C -8.905 -4.982 -5.710
H -6.024 -3.370 -4.912
H -7.117 -3.326 -2.706
H -9.357 -4.340 -2.418
H -10.492 -5.405 -4.337
H -9.406 -5.445 -6.548
*
```

***

How do the records compare in strongest force on any atom? In the order shown, they have 0.04303 0.06242 hartree/bohr.
How do the records compare in molar mass? In the order shown, they have 935.0 969.1 Da.
How do the records compare in LUMO energy? In the order shown, they have -1.0 -0.8 eV.